15
Properties=species:S:1:pos:R:3:nbo_charge:R:1 method="wB97M-V/def2-TZVPD" total_charge=0 homo_lumo_gap_ev=8.69 homo_ev=-7.84 relative_energy_kcal_mol=127.9 total_energy_ev=-9404.286
C -1.2702 0.5952 0.3905 -0.063
O -0.6079 1.4706 -0.5228 -0.527
C 0.1577 0.6839 -1.3604 0.254
C 0.0439 -1.1644 -0.6878 -0.222
C -0.2838 -0.5278 0.6565 -0.339
C 1.1246 0.0955 0.7982 -0.085
O 1.4895 0.1671 -0.5681 -0.609
H -2.1981 0.2211 -0.0655 0.177
H -1.5126 1.1648 1.2892 0.194
H 0.5834 1.4365 -2.0799 0.207
H 0.8448 -1.9467 -0.5492 0.216
H -0.7101 -1.5320 -1.3386 0.192
H -0.6300 -1.2040 1.4471 0.230
H 1.1536 1.0987 1.2365 0.185
H 1.8152 -0.5584 1.3545 0.191

=====

71
Properties=species:S:1:pos:R:3:lowdin_charge:R:1 method="wB97M-V/def2-TZVPD" total_charge=0 homo_lumo_gap_ev=6.81 homo_ev=-8.39 total_energy_ev=-264439.193
N 1.2403 -0.2360 -5.0774 0.015
C 1.0709 1.0047 -5.6827 -0.133
C 0.5478 1.8482 -4.7325 -0.125
C 0.4440 1.1841 -3.4861 -0.087
C 0.9694 -0.0749 -3.7330 -0.143
H 1.6167 -1.0821 -5.4806 0.142
H 1.3183 1.1412 -6.7251 0.103
H 0.3452 2.8582 -5.0568 0.091
H 0.2611 1.5962 -2.5047 0.064
H 1.2062 -0.8338 -3.0021 0.082
C 0.9264 -1.3087 0.4753 -1.493
Br -0.9435 -1.7929 0.1885 0.615
Br 1.9469 -2.3684 1.7737 0.630
Br 1.0554 0.6820 0.6789 0.570
H 1.3922 -1.5426 -0.4820 -0.091
C -1.9494 3.7418 -0.2486 -0.069
C -3.0501 4.6416 -0.3729 -0.046
C -4.2255 4.1531 -0.9290 -0.023
C -4.2714 2.8950 -1.5349 -0.139
C -3.1830 2.0255 -1.3680 0.009
C -2.0008 2.4474 -0.7087 -0.088
N -5.4588 2.3784 -2.2651 -0.308
O -5.5705 1.1732 -2.5215 0.069
O -6.2889 3.2672 -2.5565 0.059
H -1.0374 4.1119 0.1959 0.101
H -3.0408 5.6694 -0.0416 0.104
H -5.0558 4.8271 -1.0792 0.115
H -3.2799 1.0199 -1.7496 0.115
H -1.1485 1.7845 -0.7322 0.026
C 7.0178 -3.5228 -4.3348 -0.073
C 6.8046 -2.1785 -4.1909 -0.053
C 5.6867 -1.7696 -3.4474 0.015
C 4.6851 -2.6543 -3.0445 -0.161
C 4.9333 -4.0157 -3.2282 0.003
C 6.0393 -4.4322 -3.9594 -0.064
N 3.5967 -2.1559 -2.2816 -0.304
O 2.6873 -2.9352 -1.9639 0.056
O 3.6225 -0.9330 -1.9699 0.046
H 7.8444 -3.9885 -4.8508 0.111
H 7.4333 -1.4523 -4.6846 0.112
H 5.5662 -0.7097 -3.2791 0.118
H 4.3438 -4.8077 -2.7904 0.120
H 6.0405 -5.5030 -4.0997 0.110
C 2.1451 -0.2608 4.5520 -0.145
C 1.2218 -0.9894 5.2749 -0.059
C 1.4537 -1.4085 6.6402 0.022
C 2.7202 -1.1859 7.1768 -0.133
C 3.6578 -0.4594 6.4083 0.008
C 3.3144 0.0395 5.1517 -0.081
N 3.0234 -1.6026 8.5778 -0.340
O 4.1854 -1.8153 8.8527 0.073
O 2.1486 -1.7656 9.4380 0.062
H 1.8983 -0.0046 3.5323 0.040
H 0.2902 -1.2187 4.7790 0.099
H 0.6472 -1.8408 7.2138 0.113
H 4.6442 -0.3701 6.8391 0.114
H 4.0354 0.5035 4.4950 0.112
C -3.6483 0.1766 1.6813 -0.118
C -4.3848 -0.7691 1.0106 -0.091
C -5.6985 -0.4805 0.7531 0.018
C -6.2670 0.7769 1.1615 -0.134
C -5.4173 1.7262 1.7341 -0.003
C -4.0960 1.4314 2.0086 -0.072
N -7.6421 1.0641 0.8759 -0.317
O -8.2293 0.3586 0.0197 0.053
O -8.1983 2.0693 1.3584 0.061
H -2.6371 -0.0783 1.9621 0.072
H -3.9512 -1.7426 0.8359 0.088
H -6.2649 -1.1536 0.1266 0.119
H -5.6714 2.7654 1.8825 0.121
H -3.4179 2.0815 2.5413 0.116

=====

85
Properties=species:S:1:pos:R:3:lowdin_charge:R:1 method="wB97M-V/def2-TZVPD" total_charge=+1 homo_lumo_gap_ev=9.69 homo_ev=-11.71 relative_energy_kcal_mol=0.0 total_energy_ev=-62549.558
Mg 0.5556 -1.4232 1.1751 0.574
C 1.1085 -0.6533 4.1772 -0.065
N 0.0551 -1.0298 3.2227 -0.311
C -0.9333 0.0679 3.1534 -0.059
C -0.5831 -2.2882 3.6603 -0.166
C -1.4816 -2.8745 2.5848 -0.159
N -0.7336 -3.1247 1.3316 -0.311
C 0.0054 -4.3913 1.4257 -0.058
C -1.6648 -3.1721 0.1911 -0.046
H 0.6811 -0.4728 5.1692 0.105
H 1.5921 0.2595 3.8326 0.099
H 1.8521 -1.4465 4.2381 0.083
H -1.4180 0.1993 4.1268 0.112
H -1.6809 -0.1292 2.3893 0.072
H -0.4232 0.9846 2.8666 0.104
H -1.1619 -2.1195 4.5772 0.142
H 0.2175 -2.9868 3.9128 0.123
H -2.2981 -2.1908 2.3526 0.126
H -1.9352 -3.8051 2.9464 0.141
H -0.6816 -5.2331 1.5600 0.108
H 0.6870 -4.3627 2.2740 0.080
H 0.5874 -4.5423 0.5178 0.098
H -2.4415 -3.9263 0.3545 0.108
H -1.1116 -3.4250 -0.7123 0.096
H -2.1196 -2.1923 0.0503 0.094
C 5.5603 -0.3598 0.1337 -0.072
O 4.6080 -1.4513 0.1922 -0.327
P 3.2428 -1.2440 0.9855 0.849
O 2.2001 -2.1345 0.0060 -0.407
C 2.1241 -1.8302 -1.4169 -0.054
O 3.2474 -2.3288 2.1686 -0.357
C 3.8089 -3.6552 2.0356 -0.063
H 6.3112 -0.6577 -0.5914 0.096
H 6.0197 -0.2161 1.1092 0.091
H 5.0642 0.5529 -0.1922 0.079
H 1.5631 -2.6471 -1.8649 0.098
H 3.1340 -1.8125 -1.8209 0.094
H 1.6023 -0.8865 -1.5666 0.067
H 4.4436 -3.8230 2.9013 0.097
H 4.3933 -3.7344 1.1210 0.088
H 2.9989 -4.3789 2.0211 0.073
C 0.3391 0.1660 -4.5288 -0.021
C -0.7865 0.3560 -3.5211 -0.636
C -1.4644 -0.9745 -3.2148 -0.021
C -1.8024 1.3625 -4.0393 -0.013
O -0.1686 0.8656 -2.3348 -0.115
Si -0.6990 1.0736 -0.7904 0.006
O -0.1085 -0.0922 0.1198 -0.285
O -0.1918 2.5414 -0.2718 -0.106
C 0.9608 3.3319 -0.5831 -0.635
C 0.7733 3.9852 -1.9458 -0.016
C 1.0455 4.3874 0.5099 -0.025
C 2.2070 2.4508 -0.5741 -0.036
O -2.3348 1.0501 -0.7456 -0.104
C -3.3388 1.9855 -0.3246 -0.632
C -3.1562 2.2712 1.1605 -0.023
C -4.6693 1.2918 -0.5776 -0.025
C -3.2533 3.2757 -1.1296 -0.014
H -0.0460 -0.1881 -5.4850 0.092
H 1.0626 -0.5641 -4.1630 0.076
H 0.8593 1.1090 -4.6941 0.089
H -1.8848 -1.4110 -4.1216 0.095
H -2.2700 -0.8384 -2.4932 0.079
H -0.7392 -1.6779 -2.8047 0.070
H -2.2414 1.0129 -4.9747 0.095
H -1.3250 2.3253 -4.2218 0.093
H -2.6028 1.4993 -3.3153 0.061
H -0.1180 4.6119 -1.9448 0.088
H 0.6686 3.2298 -2.7230 0.072
H 1.6308 4.6158 -2.1845 0.093
H 0.1350 4.9861 0.5223 0.089
H 1.8933 5.0534 0.3460 0.090
H 1.1590 3.9150 1.4863 0.084
H 2.1425 1.6974 -1.3604 0.075
H 2.3040 1.9491 0.3910 0.072
H 3.1030 3.0492 -0.7515 0.092
H -3.2594 1.3502 1.7375 0.074
H -3.9146 2.9727 1.5111 0.094
H -2.1757 2.7084 1.3486 0.080
H -4.7191 0.3538 -0.0236 0.083
H -4.7846 1.0712 -1.6390 0.087
H -5.5019 1.9224 -0.2651 0.091
H -2.2950 3.7648 -0.9777 0.073
H -4.0426 3.9598 -0.8144 0.095
H -3.3859 3.0794 -2.1934 0.078